Entry 1:
Formula: C37H38AuNP2S2
Source: the Open Molecules 2025 dataset
Level of theory: wB97M-V/def2-TZVPD

Its largest force on an atom is 0.7 eV Å⁻¹. The frontier orbital gap (spin up / spin down) is 5.928 / 5.927 eV. As for the calculated total energy: -84416.630 eV. The calculation puts the LUMO energy (spin up / spin down) at -0.0294 / -0.0294 Eh. As for the total charge: 0.

Last column: Löwdin charge in e.
CARTESIAN COORDINATES (ANGSTROEM)
Au 0.396 -0.163 -1.423  0.719
S -1.875 -0.978 -1.429  0.368
P -1.404 -1.086 0.568  0.458
C 0.255 -0.813 0.553  -0.662
P 1.856 -1.312 0.770  0.468
S 2.684 -1.072 -1.081  0.353
C 2.088 -2.988 1.410  -0.323
C 3.079 -3.816 0.893  -0.090
C 3.234 -5.104 1.385  -0.075
C 2.397 -5.573 2.388  -0.079
C 1.400 -4.754 2.901  -0.072
C 1.247 -3.466 2.412  -0.096
C 2.721 -0.223 1.941  -0.322
C 3.544 0.800 1.486  -0.108
C 4.111 1.694 2.385  -0.080
C 3.860 1.570 3.742  -0.083
C 3.042 0.546 4.205  -0.080
C 2.476 -0.346 3.310  -0.078
C -2.300 0.277 1.354  -0.347
C -1.706 1.537 1.350  -0.079
C -2.408 2.636 1.815  -0.067
C -3.700 2.483 2.300  -0.078
C -4.296 1.229 2.308  -0.079
C -3.601 0.127 1.829  -0.091
C -1.967 -2.597 1.378  -0.348
C -2.139 -2.628 2.763  -0.113
C -2.441 -3.822 3.398  -0.080
C -2.574 -4.989 2.653  -0.080
C -2.406 -4.960 1.277  -0.070
C -2.102 -3.766 0.638  -0.083
H 3.718 -3.456 0.096  0.080
H 4.005 -5.745 0.978  0.105
H 2.516 -6.581 2.764  0.104
H 0.734 -5.119 3.672  0.104
H 0.451 -2.842 2.800  0.084
H 3.739 0.894 0.425  0.059
H 4.750 2.488 2.021  0.105
H 4.303 2.267 4.442  0.103
H 2.847 0.442 5.264  0.104
H 1.842 -1.139 3.685  0.095
H -0.696 1.651 0.973  0.084
H -1.944 3.614 1.790  0.099
H -4.247 3.341 2.667  0.104
H -5.305 1.111 2.681  0.104
H -4.080 -0.843 1.816  0.106
H -2.040 -1.719 3.343  0.114
H -2.578 -3.844 4.471  0.107
H -2.813 -5.921 3.149  0.105
H -2.509 -5.869 0.698  0.107
H -1.958 -3.736 -0.435  0.088
C -2.774 4.640 -2.989  -0.052
C -1.520 3.978 -2.481  -0.265
C -0.872 4.464 -1.346  -0.033
C 0.279 3.853 -0.863  -0.289
C 1.001 4.401 0.340  -0.050
C 0.780 2.745 -1.533  -0.035
C 0.122 2.194 -2.651  -0.331
C -1.030 2.847 -3.117  -0.002
N 0.607 0.977 -3.121  -0.148
C 0.471 0.533 -4.506  -0.656
C -0.916 -0.054 -4.811  -0.063
C 1.516 -0.565 -4.712  -0.077
C 0.794 1.680 -5.468  -0.045
H -3.016 5.528 -2.406  0.070
H -3.625 3.958 -2.933  0.081
H -2.665 4.939 -4.033  0.079
H -1.270 5.337 -0.838  0.111
H 0.306 4.881 1.032  0.069
H 1.736 5.153 0.044  0.082
H 1.529 3.612 0.877  0.067
H 1.719 2.287 -1.236  0.098
H -1.578 2.429 -3.951  0.094
H -1.095 -0.929 -4.183  0.035
H -0.992 -0.365 -5.857  0.083
H -1.707 0.670 -4.612  0.060
H 1.332 -1.396 -4.026  0.054
H 2.515 -0.174 -4.512  0.080
H 1.480 -0.949 -5.734  0.081
H 0.008 2.432 -5.530  0.069
H 0.948 1.279 -6.472  0.081
H 1.713 2.179 -5.153  0.090

***

Entry 2:
Formula: C37H38BF3FeO2
Source: the Open Molecules 2025 dataset
Level of theory: wB97M-V/def2-TZVPD

Its largest force on an atom is 5.3 eV Å⁻¹. The frontier orbital gap (spin up / spin down) is 6.024 / 5.642 eV. As for the calculated total energy: -86292.146 eV. The calculation puts the LUMO energy (spin up / spin down) at 0.0201 / -0.1206 Eh. The spin multiplicity is 5. The expectation value of S² is 6.0724. As for the total charge: 0.

Last column: Löwdin charge in e.
CARTESIAN COORDINATES (ANGSTROEM)
C -0.919 0.073 -1.212  0.003
C -2.113 0.591 -0.450  -0.429
C -3.108 -0.566 -0.253  0.000
C -1.849 1.439 0.898  -0.424
C -2.004 0.689 2.207  -0.005
C -0.516 2.206 0.909  -0.001
O -2.888 2.454 0.859  0.138
B -3.395 2.383 -0.420  -0.604
C -4.819 2.820 -0.790  -0.053
C -5.492 2.125 -1.807  0.000
C -6.863 2.283 -1.974  0.002
C -7.537 3.174 -1.146  -0.125
C -9.037 3.263 -1.245  -0.522
F -9.588 3.817 -0.127  0.111
F -9.444 4.029 -2.308  0.116
F -9.597 2.024 -1.402  0.115
C -6.867 3.962 -0.216  0.001
C -5.498 3.786 -0.039  0.004
C 3.468 -0.499 -1.568  -0.131
C 2.390 0.308 -2.272  -0.215
C 2.147 1.618 -1.820  -0.061
C 1.400 2.509 -2.593  -0.094
C 0.964 2.122 -3.867  -0.084
C 1.118 0.791 -4.277  -0.080
C 1.802 -0.124 -3.464  -0.045
O -2.718 1.576 -1.318  0.119
H -0.493 -0.822 -0.741  0.073
H -1.231 -0.196 -2.233  0.110
H -0.132 0.825 -1.291  0.056
H -2.647 -1.388 0.311  0.086
H -4.039 -0.259 0.245  0.098
H -3.378 -0.957 -1.241  0.099
H -1.237 -0.091 2.309  0.082
H -1.883 1.388 3.046  0.097
H -2.996 0.229 2.290  0.090
H 0.337 1.523 1.033  0.081
H -0.378 2.787 -0.019  0.093
H -0.514 2.899 1.767  0.098
H -4.955 1.430 -2.449  0.122
H -7.398 1.697 -2.716  0.127
H -7.415 4.675 0.392  0.122
H -4.972 4.385 0.700  0.126
H 4.264 0.232 -1.333  0.121
H 3.923 -1.148 -2.329  0.128
H 2.646 1.942 -0.899  0.124
H 1.229 3.518 -2.210  0.106
H 0.494 2.852 -4.528  0.103
H 0.761 0.468 -5.254  0.102
H 1.929 -1.164 -3.783  0.112
C 5.904 -3.053 1.881  -0.141
C 4.570 -3.461 1.478  -0.128
C 3.710 -3.404 2.639  -0.131
C 4.507 -2.970 3.769  -0.130
C 5.868 -2.753 3.304  -0.155
Fe 4.618 -1.642 2.319  0.352
C 4.116 0.121 3.117  -0.114
C 5.342 0.248 2.364  -0.130
C 5.089 -0.205 1.023  -0.096
C 3.691 -0.645 0.924  -0.229
C 3.197 -1.303 -0.377  -0.216
C 1.886 -2.136 -0.214  -0.149
C 1.698 -3.244 -1.060  -0.033
C 0.895 -4.321 -0.648  -0.075
C 0.134 -4.213 0.515  -0.098
C 0.119 -3.009 1.218  -0.088
C 0.958 -1.959 0.825  -0.081
C 3.095 -0.402 2.236  -0.115
H 6.787 -3.066 1.251  0.115
H 4.301 -3.894 0.521  0.118
H 2.684 -3.752 2.677  0.110
H 4.174 -2.916 4.801  0.116
H 6.713 -2.491 3.933  0.113
H 3.959 0.440 4.148  0.121
H 6.271 0.687 2.713  0.114
H 5.766 -0.171 0.172  0.126
H 3.935 -2.137 -0.497  0.126
H 2.241 -3.300 -2.002  0.115
H 0.891 -5.259 -1.208  0.105
H -0.466 -5.057 0.865  0.104
H -0.521 -2.889 2.099  0.109
H 0.850 -0.994 1.311  0.080
H 2.066 -0.533 2.532  0.095

***

ΔE to the lowest compared entry with this formula, charge and spin for every record listed, in sequence, given in kJ/mol: 0.0 151.7.